(1)
# C10H21BrNO4PS

A 2-piece molecular cluster, C10H21BrNO4PS overall (ωB97M-V/def2-TZVPD, the OMol25 dataset).

The geometry in XYZ format:
```
39
Properties=species:S:1:pos:R:3:forces:R:3
O 4.58485 2.98124 -1.27414 -1.4 -7.2 -4.6
C 4.38288 1.86582 -1.98006 0.6 3.3 1.0
N 3.71904 1.78960 -3.36646 -0.4 -0.1 3.7
C 3.34037 0.35607 -3.74011 1.4 0.8 -2.3
P 1.57623 -0.27751 -3.37731 0.1 -0.3 1.2
S 1.41067 -1.41178 -1.80574 0.2 -0.1 0.0
C 4.64881 -0.46403 -3.18875 -0.5 1.6 1.0
C 4.76477 0.29294 -1.70544 -1.6 -0.2 0.0
Br 6.37981 -0.16617 -0.60672 -1.0 0.7 -1.1
H 2.94763 2.49449 -3.39801 0.9 -0.8 -0.2
H 3.36973 0.40508 -4.92203 0.0 -0.4 2.2
H 1.07322 -1.02970 -4.50191 0.6 1.0 0.1
H 0.72850 0.89246 -3.22724 0.7 -0.5 -0.7
H 5.49377 -0.09164 -3.93801 -1.6 -1.2 1.9
H 4.54111 -1.61692 -3.00891 0.2 2.4 -0.7
H 3.88312 -0.12928 -1.02233 1.8 1.0 -1.7
C -5.23817 -0.61556 1.37606 0.0 0.2 -0.2
O -4.08253 0.19115 1.49537 -0.2 -0.2 0.7
C -3.91329 0.77082 2.79403 0.2 -0.2 -0.3
C -2.50153 0.54201 3.34273 0.0 0.1 0.2
O -2.14005 -0.81293 3.62061 -0.1 0.0 -0.5
C -2.04071 -1.70813 2.50112 0.1 0.1 0.0
C -0.94338 -1.38744 1.47691 -0.6 0.2 0.2
O -1.20245 -0.17204 0.78269 0.4 0.1 0.4
C -0.08927 0.70615 0.71689 -0.2 0.0 -0.2
H -6.09555 0.00350 1.07960 0.0 -0.2 0.1
H -5.05628 -1.36152 0.59649 0.0 0.2 0.0
H -5.47580 -1.15273 2.30341 0.1 0.1 -0.1
H -4.65705 0.38241 3.50903 0.2 0.0 -0.2
H -4.08905 1.84545 2.68628 0.1 0.1 0.2
H -2.44310 1.06048 4.30725 -0.1 -0.2 0.0
H -1.74553 1.01908 2.71921 -0.2 -0.1 -0.2
H -3.01103 -1.82436 2.02180 0.0 0.2 -0.2
H -1.80869 -2.68654 2.93253 0.1 0.1 0.1
H -0.91115 -2.18349 0.73404 0.0 -0.3 0.0
H 0.02244 -1.36484 1.98726 0.1 0.1 0.0
H 0.52504 0.66604 1.62443 0.0 -0.1 -0.1
H -0.46773 1.72620 0.61346 -0.1 -0.1 0.0
H 0.52033 0.46561 -0.15803 0.1 0.1 0.2
```
Positions in Å, forces in eV/Å.

## Properties
* LUMO energy: 0.1 eV
* Kohn-Sham gap: 8.989 eV
* net charge: 0
* SMILES string: O=C1N[C@H]([PH2]=S)C[C@H]1Br.COCCOCCOC

(2)
# C38H71Br2F4O14P

A 10-piece molecular cluster, C38H71Br2F4O14P overall (ωB97M-V/def2-TZVPD, the OMol25 dataset).

The geometry in XYZ format:
```
130
Properties=species:S:1:pos:R:3:forces:R:3
C 6.58073 -3.31535 -1.40447 0.0 0.2 0.4
O 7.28919 -4.26553 -2.17880 -0.6 -0.1 0.3
C 6.44806 -5.31771 -2.66534 1.1 0.4 -1.0
C 6.00326 -4.96130 -4.10146 -1.0 0.0 0.2
C 4.56253 -5.42559 -4.46695 0.3 0.6 -0.6
C 3.65484 -4.16202 -4.57580 0.5 -0.3 0.2
C 2.15000 -4.45582 -4.54435 -0.2 -0.2 0.9
F 2.00295 -5.79362 -4.87278 -0.2 0.1 -0.3
C 1.47578 -4.30147 -3.17298 0.0 -0.7 0.4
C 2.26757 -4.87706 -1.96982 -0.3 0.8 0.3
C 1.41538 -5.80100 -1.11251 0.6 -0.4 0.2
F 0.30509 -5.14699 -0.69281 -0.2 0.1 -0.1
Br 0.82106 -7.38213 -2.07638 -0.5 0.7 -1.1
C 2.18534 -6.25348 0.21726 -1.0 -1.2 -0.4
F 3.40963 -5.76261 0.26422 0.6 0.1 -0.3
F 1.54679 -5.82813 1.29939 -0.3 0.5 0.3
Br 2.19922 -8.21688 0.39383 0.9 0.1 1.0
O 1.36848 -3.76958 -5.49747 0.3 0.3 -0.2
C 1.72689 -2.43606 -5.71657 0.0 -2.7 3.2
O 2.00033 -2.10931 -6.79723 0.3 1.2 -2.5
P 1.81597 -1.02647 -4.42825 -0.4 3.5 -2.0
O 3.20951 -1.11799 -3.53693 -0.5 -1.4 0.6
O 0.50148 -1.06097 -3.43546 1.5 -1.0 0.6
H 6.84880 -3.43678 -0.34388 0.0 0.1 -0.2
H 5.48778 -3.41866 -1.47135 0.2 -0.1 -0.2
H 6.82720 -2.29162 -1.71024 0.1 -0.2 0.0
H 7.10975 -6.18871 -2.72152 -0.4 -0.1 0.3
H 5.60265 -5.49296 -1.98974 0.1 -0.1 -0.1
H 6.02433 -3.86579 -4.16669 0.1 -0.2 0.0
H 6.69347 -5.31834 -4.87039 0.2 -0.1 0.4
H 4.60594 -5.87698 -5.46282 -0.2 -0.1 0.2
H 4.15045 -6.18606 -3.79916 0.2 0.1 0.0
H 3.98937 -3.67278 -5.49806 -0.4 0.1 0.1
H 3.91812 -3.47937 -3.75769 -0.2 0.0 -0.1
H 1.18754 -3.27720 -2.92815 0.2 -0.1 -0.3
H 0.53827 -4.86551 -3.24357 0.1 0.2 -0.2
H 3.22872 -5.32729 -2.21542 -0.3 -0.2 -0.1
H 2.49065 -4.02952 -1.30385 0.1 -0.2 -0.1
H 3.79976 -0.40977 -3.82072 -0.3 0.1 -0.1
H 0.81011 -0.99943 -2.50722 -0.6 -0.3 0.1
C -1.86368 -0.81324 -0.53513 0.5 0.0 -0.2
C -0.89755 -1.86866 -0.06879 -0.1 0.1 -0.1
O 0.20079 -1.99023 -0.57331 0.2 0.0 -0.1
C -1.34659 -2.77059 1.05071 0.3 -0.1 0.0
H -1.40929 -0.24089 -1.34368 0.0 0.0 0.0
H -2.77668 -1.27971 -0.90434 -0.1 0.1 0.2
H -2.10293 -0.13747 0.28386 -0.2 -0.1 0.0
H -2.23784 -3.32249 0.74822 -0.1 0.1 0.1
H -1.56337 -2.17785 1.94120 -0.2 0.0 0.0
H -0.55474 -3.48104 1.28369 0.0 0.0 0.0
C -5.48091 2.55041 1.06587 0.3 -0.3 0.1
C -5.06465 1.40611 0.18123 0.1 0.0 0.2
O -4.33495 0.52580 0.58875 -0.2 0.0 -0.1
C -5.59073 1.39673 -1.23327 0.2 -0.3 0.0
H -5.02583 2.42487 2.04672 0.0 0.0 -0.1
H -5.14119 3.49502 0.63594 -0.2 0.0 -0.1
H -6.56551 2.56466 1.17722 0.0 0.2 -0.1
H -5.25632 2.29161 -1.76063 -0.2 0.1 0.0
H -6.68117 1.35937 -1.22473 0.0 0.2 0.0
H -5.21256 0.51913 -1.75564 0.0 0.0 0.0
C -3.94746 -0.34492 4.13641 0.1 0.2 -0.1
C -4.82651 0.81511 4.52356 0.1 0.0 -0.1
O -4.61848 1.93402 4.10455 -0.1 -0.1 0.2
C -5.97797 0.52795 5.45490 -0.1 0.3 0.0
H -3.16438 0.00246 3.46661 0.0 0.0 0.0
H -3.48326 -0.77375 5.02605 -0.1 -0.1 0.0
H -4.53944 -1.10358 3.62079 0.0 -0.1 0.1
H -5.60262 0.13465 6.40102 0.0 -0.2 -0.1
H -6.65546 -0.19486 4.99757 0.1 -0.1 0.1
H -6.52516 1.44910 5.64877 0.0 0.0 0.0
C -1.34385 2.60058 4.56654 -0.2 -0.6 0.0
C -0.44079 1.57361 5.19462 -0.2 -0.1 0.0
O -0.72742 0.39571 5.20677 0.1 0.0 0.0
C 0.84481 2.07217 5.81254 0.1 -0.3 0.1
H -2.22612 2.10482 4.16607 0.0 0.1 0.1
H -1.65973 3.32793 5.31677 0.1 0.2 -0.1
H -0.82522 3.10510 3.75574 0.0 0.2 0.1
H 0.62318 2.77820 6.61498 0.0 0.1 -0.1
H 1.45863 2.55770 5.05166 -0.1 0.2 0.1
H 1.39846 1.23113 6.22701 0.0 0.0 0.0
C 5.15561 -6.81418 2.36870 0.2 0.0 -0.1
C 6.06050 -7.84412 2.99637 0.1 0.0 -0.1
O 7.17037 -8.05906 2.56569 -0.1 0.0 0.0
C 5.51876 -8.59749 4.18759 0.2 -0.1 0.0
H 5.66648 -6.35099 1.52667 0.0 0.0 0.0
H 4.24098 -7.29193 2.00837 0.1 0.1 0.2
H 4.90539 -6.04136 3.09832 -0.2 -0.1 0.0
H 4.62031 -9.14819 3.90333 -0.1 0.1 0.1
H 5.28447 -7.90124 4.99463 -0.2 0.0 0.0
H 6.26835 -9.30419 4.53909 0.0 0.0 0.0
C 2.17690 4.91887 3.18056 -0.2 -0.2 -0.1
C 0.87739 5.56932 3.58804 -0.1 0.0 -0.1
O -0.19188 5.09161 3.28078 0.2 0.3 -0.1
C 0.96841 6.84060 4.39515 -0.3 0.0 0.0
H 1.96625 4.01726 2.60742 0.0 0.0 0.0
H 2.75801 5.60250 2.55971 0.1 0.0 0.1
H 2.75270 4.64704 4.06708 0.1 0.2 0.0
H 1.49800 7.60669 3.82646 0.1 0.0 0.1
H 1.49207 6.65034 5.33356 0.1 0.1 -0.1
H -0.03477 7.19893 4.61862 0.0 0.0 0.0
C 0.50640 4.04872 -4.63001 0.2 -0.3 0.0
C 0.92092 2.87908 -5.48812 0.1 0.0 0.2
O 1.60729 1.98284 -5.05124 0.0 0.4 -0.1
C 0.43946 2.87013 -6.91898 0.1 -0.3 0.0
H 0.91930 3.92540 -3.62999 0.0 0.0 0.0
H 0.88810 4.97840 -5.05752 -0.2 0.0 -0.1
H -0.57725 4.09335 -4.55779 0.0 0.2 -0.1
H 0.81682 3.74870 -7.44546 -0.2 0.1 0.0
H -0.65153 2.86472 -6.94523 0.0 0.2 0.0
H 0.80815 1.97531 -7.41764 0.0 0.0 0.0
C -1.90429 6.75236 -1.36199 0.0 -0.3 0.0
C -1.85336 6.55245 -2.85703 0.0 -0.1 0.0
O -1.82983 5.44546 -3.34492 -0.2 0.2 0.1
C -1.83252 7.79230 -3.71721 0.0 -0.2 -0.2
H -1.91431 5.78270 -0.86740 0.0 0.0 0.0
H -1.02597 7.30811 -1.02933 -0.1 0.1 0.0
H -2.80998 7.29669 -1.08910 0.1 0.1 0.0
H -0.95101 8.39249 -3.48557 -0.1 0.1 0.1
H -2.73496 8.38113 -3.54526 0.1 0.1 0.1
H -1.79573 7.50371 -4.76610 0.0 0.0 0.0
C -6.06126 5.81351 2.99927 0.0 -0.2 -0.2
C -7.50995 5.58552 2.64117 0.0 -0.1 0.0
O -7.86330 4.60121 2.03287 0.0 0.1 0.0
C -8.49981 6.63912 3.07618 -0.2 -0.2 -0.1
H -5.46160 4.98378 2.63058 0.0 0.0 0.0
H -5.70495 6.73826 2.54130 0.0 0.1 0.2
H -5.94947 5.87186 4.08304 0.0 0.2 0.0
H -8.24756 7.59869 2.62170 0.1 0.1 0.2
H -8.49154 6.73264 4.16336 0.1 0.2 0.0
H -9.49903 6.35014 2.75565 0.0 0.0 0.0
```
Positions in Å, forces in eV/Å.

## Properties
* LUMO energy: 0.2 eV
* Kohn-Sham gap: 7.820 eV
* net charge: 0
* ΔE to the lowest compared entry with this formula, charge and spin: 79.06 kJ/mol

(3)
# C4H7NO

The molecule C4H7NO (ωB97M-V/def2-TZVPD, the OMol25 dataset).

The geometry in XYZ format:
```
13
Properties=species:S:1:pos:R:3:forces:R:3
C -1.81633 -0.21770 0.09220 0.4 -0.4 -0.1
N -0.89063 0.81066 0.39305 0.3 0.4 0.7
C -0.48251 0.02049 -0.72026 -0.3 -0.1 0.1
C 0.95716 -0.48093 -0.50439 -0.3 -0.2 -0.1
C 1.77792 0.05623 0.60445 0.1 0.2 0.0
O 1.23419 -1.25413 0.64611 -0.1 -0.3 0.1
H -1.84230 -1.10476 0.71144 0.2 0.2 0.5
H -2.83374 0.10735 -0.21274 0.9 -0.4 -0.7
H -1.12385 1.78172 0.33155 -0.5 0.2 -0.4
H -0.70646 0.19517 -1.77448 0.1 0.8 0.2
H 1.52539 -0.77756 -1.39458 -0.4 -0.1 0.1
H 2.86856 0.10196 0.52383 -0.3 -0.1 -0.2
H 1.33258 0.76150 1.30383 0.0 -0.2 -0.2
```
Positions in Å, forces in eV/Å.

## Properties
* LUMO energy: 1.2 eV
* Kohn-Sham gap: 10.513 eV
* net charge: 0
* SMILES string: C1N[C@H]1[C@H]1CO1
* ΔE to the lowest compared entry with this formula, charge and spin: 368.45 kJ/mol

Question: Which value of Kohn-Sham gap does entry 3 give?
Answer: 10.513 eV